No. 1
Here is C4H16O3S as an isolated structure at a distorted geometry from the Open Molecules 2025 dataset. Energies are from wB97M-V/def2-TZVPD.

Results
**Highest occupied orbital energy**: -0.2719 Eh
**Energy**: -785.737114 a.u.
**Orbital gap**: 0.2080 Eh
**Lowest unoccupied orbital energy**: -1.74 eV
**Energy above the lowest of the compared OMol25 structures with the same formula, charge and spin**: 103.72 kcal/mol
**Max |F|**: 4.2 eV/A

Geometry as ORCA input:
```
! wB97M-V def2-TZVPD RIJCOSX def2/J DEFGRID3
* xyz 0 1
C 0.938 -2.210 -2.060
C 1.074 -0.975 -1.221
C 1.782 -0.965 0.020
S -1.096 0.684 0.803
C -1.581 0.360 2.551
H 1.636 -2.971 -1.754
H 1.040 -1.978 -3.117
H -0.058 -2.623 -1.880
H 0.869 -0.071 -1.792
H 0.589 -0.958 -0.093
H 2.010 -1.849 0.554
H 2.466 -0.136 0.122
H -2.313 -0.449 2.534
H -2.131 1.242 2.867
H -0.794 0.165 3.262
H 0.794 1.854 0.854
H 1.663 3.110 1.071
O 1.517 2.388 0.446
H -1.443 -1.529 0.643
H -0.574 -2.742 1.057
O -1.360 -2.515 0.552
H 0.557 2.358 -1.453
H -0.696 1.493 -1.906
O 0.033 2.043 -2.201
*
```

These are the Mulliken partial charges, in e, on atoms 1 to 8: C -1.286; C 0.503; C -0.460; S -0.482; C -0.820; H 0.337; H 0.387; H 0.333

No. 2
Here is C4H13NSi as an isolated structure at a distorted geometry from the Open Molecules 2025 dataset. Energies are from wB97M-V/def2-TZVPD.

Results
**Highest occupied orbital energy**: -0.3453 Eh
**Energy**: -504.419130 a.u.
**Orbital gap**: 0.3823 Eh
**Lowest unoccupied orbital energy**: 1.01 eV
**Energy above the lowest of the compared OMol25 structures with the same formula, charge and spin**: 27.01 kcal/mol
**Max |F|**: 5.9 eV/A

Geometry as ORCA input:
```
! wB97M-V def2-TZVPD RIJCOSX def2/J DEFGRID3
* xyz 0 1
C -0.070 -1.853 0.088
C 0.994 -0.587 -1.754
C -1.141 0.634 1.884
C 0.084 -0.547 -0.635
N 0.252 2.339 -0.158
Si 0.398 0.804 0.639
H 0.823 -2.097 0.603
H -0.865 -1.707 0.855
H -0.270 -2.628 -0.654
H 1.961 -0.572 -1.333
H 0.992 0.160 -2.421
H 0.813 -1.592 -2.253
H -1.485 1.561 2.332
H -1.936 0.407 1.163
H -1.095 -0.211 2.585
H -1.201 -0.340 -1.155
H 0.196 3.247 0.317
H -0.314 2.456 -0.965
H 1.866 0.525 0.861
*
```

These are the Mulliken partial charges, in e, on atoms 1 to 8: C -1.519; C -1.555; C -1.065; C 0.605; N -0.469; Si 0.297; H 0.370; H 0.329

No. 3
Here is C12H36BrN3O3 as an isolated structure at a distorted geometry from the Open Molecules 2025 dataset. Energies are from wB97M-V/def2-TZVPD.

Results
**Highest occupied orbital energy**: -0.4944 Eh
**Energy**: -3441.948548 a.u.
**Orbital gap**: 0.2866 Eh
**Lowest unoccupied orbital energy**: -5.66 eV
**Energy above the lowest of the compared OMol25 structures with the same formula, charge and spin**: 212.22 kcal/mol
**Max |F|**: 8.5 eV/A

Geometry as ORCA input:
```
! wB97M-V def2-TZVPD RIJCOSX def2/J DEFGRID3
* xyz 2 1
C 1.093 -0.212 -2.581
C 1.136 -1.140 -1.272
C 2.164 -2.244 -1.395
O 1.979 -3.109 -0.249
C 2.674 -4.364 -0.390
N 1.312 -0.367 0.076
H 2.176 0.116 0.277
H 0.509 0.242 0.140
H 1.123 -1.021 0.821
H 0.257 0.460 -2.388
H 1.002 -0.794 -3.498
H 2.025 0.352 -2.616
H 0.276 -1.807 -1.330
H 3.212 -1.946 -1.354
H 2.079 -2.749 -2.357
H 2.347 -5.145 -1.076
H 2.913 -4.724 0.611
H 3.651 -4.035 -0.744
C -1.461 3.536 -1.763
C -0.290 3.899 -0.737
C -0.436 5.333 -0.271
O 0.596 5.604 0.608
C 0.297 6.402 1.758
N -0.323 2.976 0.523
H -0.228 2.003 0.270
H 0.527 3.212 1.016
H -1.179 3.110 1.043
H -2.435 3.468 -1.278
H -1.371 2.601 -2.316
H -1.358 4.323 -2.510
H 0.694 3.823 -1.198
H -1.434 5.546 0.114
H -0.344 6.000 -1.127
H 1.256 6.774 2.121
H -0.123 5.749 2.523
H -0.513 7.087 1.507
C -1.841 -1.490 2.703
C -1.477 -2.100 1.304
C -1.480 -3.691 1.285
O -1.041 -4.159 0.024
C 0.357 -4.473 -0.045
N -2.427 -1.558 0.246
H -3.399 -1.497 0.516
H -2.166 -0.619 -0.017
H -2.269 -2.121 -0.577
H -2.844 -1.648 3.101
H -1.500 -0.458 2.786
H -1.285 -2.117 3.401
H -0.473 -1.795 1.009
H -2.421 -4.182 1.532
H -0.821 -4.126 2.037
H 0.714 -4.825 -1.012
H 0.636 -5.155 0.758
H 0.996 -3.620 0.184
Br -1.059 0.676 -0.191
*
```

These are the Mulliken partial charges, in e, on atoms 1 to 8: C -1.249; C 0.836; C -1.064; O -0.388; C -1.072; N 0.181; H 0.379; H -0.396

No. 4
Here is the molecule C4H6N2O at a distorted geometry from the Open Molecules 2025 dataset. Energies are from wB97M-V/def2-TZVPD.

Results
**Highest occupied orbital energy**: -0.3422 Eh
**Energy**: -340.673758 a.u.
**Orbital gap**: 0.3644 Eh
**Lowest unoccupied orbital energy**: 0.60 eV
**Energy above the lowest of the compared OMol25 structures with the same formula, charge and spin**: 76.02 kcal/mol
**Max |F|**: 1.4 eV/A

Geometry as ORCA input:
```
! wB97M-V def2-TZVPD RIJCOSX def2/J DEFGRID3
* xyz 0 1
H 2.097 -1.794 -0.225
N 1.744 -1.033 0.383
C 0.645 -0.565 -0.051
N -0.130 -0.921 -1.175
O -0.967 0.273 -1.394
C -1.384 0.655 -0.082
C -0.110 0.480 0.691
C 0.331 1.075 1.814
H 0.369 -0.922 -2.060
H -2.185 0.038 0.318
H -1.766 1.680 -0.151
H 1.269 0.771 2.285
H -0.238 1.849 2.307
*
```

These are the Mulliken partial charges, in e, on atoms 1 to 8: H 0.226; N -0.595; C 0.245; N -0.329; O -0.283; C -0.290; C 0.525; C -0.991

No. 5
Here is a 10-piece molecular cluster, C10H40O10 overall at a distorted geometry from the Open Molecules 2025 dataset. Energies are from wB97M-V/def2-TZVPD.

Results
**Highest occupied orbital energy (spin up / spin down)**: 0.0221 / -0.2608 Eh
**Energy**: -1157.144559 a.u.
**Orbital gap (spin up / spin down)**: 0.0701 / 0.3516 Eh
**Lowest unoccupied orbital energy (spin up / spin down)**: 2.51 / 2.47 eV
**Energy above the lowest of the compared OMol25 structures with the same formula, charge and spin**: 35.64 kcal/mol
**Max |F|**: 3.0 eV/A

Geometry as ORCA input:
```
! wB97M-V def2-TZVPD RIJCOSX def2/J DEFGRID3
* xyz -1 2
C -7.288 16.696 -10.517
O -7.960 16.286 -9.274
H -7.843 16.221 -11.326
H -7.107 17.768 -10.601
H -6.269 16.308 -10.518
H -7.379 16.588 -8.572
C -8.835 9.091 -7.881
O -8.482 10.390 -8.358
H -9.079 8.372 -8.663
H -8.030 8.571 -7.362
H -9.646 9.048 -7.154
H -7.949 10.327 -9.153
C -5.138 13.727 -6.282
O -5.580 12.346 -6.257
H -4.058 13.758 -6.428
H -5.628 14.230 -7.115
H -5.465 14.286 -5.405
H -6.449 12.351 -6.666
C -11.579 16.515 -9.622
O -10.621 15.596 -9.293
H -11.818 17.161 -8.777
H -11.207 17.172 -10.408
H -12.391 15.972 -10.106
H -9.812 16.099 -9.177
C -10.123 16.701 -5.948
O -10.166 17.753 -5.039
H -10.556 17.211 -6.809
H -9.121 16.457 -6.300
H -10.766 15.855 -5.704
H -10.467 17.307 -4.244
C -8.799 13.626 -7.210
O -8.231 12.482 -6.750
H -9.040 13.685 -8.272
H -9.667 13.823 -6.582
H -8.108 14.450 -7.032
H -8.534 11.873 -7.429
C -8.496 13.404 -11.780
O -9.230 13.925 -12.881
H -8.653 12.327 -11.719
H -7.462 13.689 -11.973
H -8.743 13.855 -10.820
H -10.109 13.540 -12.841
C -11.552 12.311 -8.955
O -12.096 13.531 -8.421
H -10.852 12.418 -9.784
H -10.992 11.865 -8.132
H -12.365 11.645 -9.241
H -11.430 14.196 -8.608
C -10.294 12.960 -2.956
O -10.751 14.178 -2.249
H -9.695 12.481 -2.182
H -11.152 12.336 -3.206
H -9.718 13.090 -3.872
H -11.485 13.834 -1.735
C -12.789 12.320 -5.288
O -12.346 10.981 -4.967
H -12.058 12.727 -5.987
H -13.728 12.470 -5.820
H -12.711 12.935 -4.392
H -12.760 10.418 -5.624
*
```

These are the Mulliken partial charges, in e, on atoms 1 to 8: C -1.235; O 0.213; H 0.220; H 0.367; H 0.405; H 0.024; C -1.444; O 1.225

No. 6
Here is the molecule C4H8O2 at a distorted geometry from the Open Molecules 2025 dataset. Energies are from wB97M-V/def2-TZVPD.

Results
**Highest occupied orbital energy**: -0.3387 Eh
**Energy**: -307.595247 a.u.
**Orbital gap**: 0.3741 Eh
**Lowest unoccupied orbital energy**: 0.96 eV
**Energy above the lowest of the compared OMol25 structures with the same formula, charge and spin**: 73.53 kcal/mol
**Max |F|**: 4.0 eV/A

Geometry as ORCA input:
```
! wB97M-V def2-TZVPD RIJCOSX def2/J DEFGRID3
* xyz 0 1
C -0.597 2.088 -0.535
O 0.164 0.915 -0.416
C -0.212 0.143 0.696
C 0.572 -1.153 0.642
C 0.409 -2.043 -0.631
O 1.454 -2.489 -1.092
H -0.237 2.622 -1.417
H -0.484 2.736 0.348
H -1.667 1.860 -0.663
H -1.289 -0.081 0.668
H -0.013 0.697 1.634
H 0.353 -1.749 1.540
H 1.657 -0.943 0.656
H -0.110 -2.603 -1.431
*
```

These are the Mulliken partial charges, in e, on atoms 1 to 8: C -0.705; O -0.278; C -0.486; C -0.528; C -0.149; O -0.473; H 0.238; H 0.282